one | The following is a DFT calculation (ωB97M-V/def2-TZVPD) of 3 unconnected molecules or ions with the total composition C2H8N3S2.

## Properties
Kohn-Sham gap in eV: 9.37
LUMO level in eV: -3.6

```
! RIJCOSX wB97M-V def2-TZVPD def2/J DEFGRID3
* xyz 1 1
C 3.888 -0.960 0.090
C -0.451 0.889 -0.086
N 0.403 0.104 -0.754
N -1.602 1.372 -0.376
N 2.916 -0.396 0.134
S 0.298 1.685 1.414
S -2.693 -1.748 0.666
H 1.343 0.895 1.795
H 4.844 -1.516 0.291
H 0.176 -0.594 -1.495
H -2.246 1.778 0.234
H -1.846 1.664 -1.374
H -3.578 -0.765 0.340
H 1.327 -0.109 -0.376
H -2.779 -2.297 -0.504
*
```

two | The following is a DFT calculation (ωB97M-V/def2-TZVPD) of a gas-phase ion, C2H8N3S2 (charge +1).

## Properties
Kohn-Sham gap in eV: 9.74
LUMO level in eV: -3.7

```
! RIJCOSX wB97M-V def2-TZVPD def2/J DEFGRID3
* xyz 1 1
C 0.857 1.006 0.675
C -0.614 -0.644 -0.635
N 0.972 2.316 1.036
N -0.162 0.636 -0.103
N 0.181 -1.775 -0.216
S 2.091 -0.028 1.162
S -2.475 -0.794 -0.227
H -0.649 -0.366 -1.762
H 0.136 2.815 0.754
H 1.879 2.829 0.970
H -0.656 1.421 -0.550
H 1.540 -0.969 0.432
H -0.380 -2.206 0.663
H 0.056 -2.516 -1.028
H -2.776 -1.726 -1.172
*
```

So which one wins? Going from most stable to least: two, one.

one | The following is a DFT calculation (ωB97M-V/def2-TZVPD) of 2 unconnected molecules or ions with the total composition C5H13N3O2.

## Properties
Kohn-Sham gap in eV: 9.92
LUMO level in eV: 0.7

```
! RIJCOSX wB97M-V def2-TZVPD def2/J DEFGRID3
* xyz 0 1
H -1.113 1.914 1.261
N -0.653 1.733 0.387
C -1.018 0.944 -0.516
N -2.329 0.629 -0.865
N -0.055 0.384 -1.366
C 0.960 1.360 -1.836
C 2.348 0.748 -1.704
H -2.518 -0.331 -1.139
H -3.028 0.811 -0.158
H -0.351 -0.109 -2.196
H 0.903 2.224 -1.198
H 0.732 1.662 -2.860
H 2.615 0.773 -0.639
H 3.121 1.209 -2.322
H 2.377 -0.320 -1.897
C -0.563 -2.512 2.485
C -0.166 -1.098 2.210
O -0.418 -0.147 2.902
O 0.487 -1.018 1.046
H 0.233 -3.136 2.893
H -0.987 -3.037 1.636
H -1.351 -2.503 3.223
H 0.773 -0.179 0.654
*
```

two | The following is a DFT calculation (ωB97M-V/def2-TZVPD) of a single C5H13N3O2 molecule.

## Properties
Kohn-Sham gap in eV: 9.40
LUMO level in eV: 0.6

```
! RIJCOSX wB97M-V def2-TZVPD def2/J DEFGRID3
* xyz 0 1
C -0.086 -1.599 0.758
C 0.187 -0.096 0.617
C -0.532 0.894 1.553
C 1.723 -0.006 0.488
O 2.362 -0.293 -0.506
O 2.405 0.638 1.502
C -0.485 0.164 -0.969
N 0.033 -0.790 -1.922
N -1.891 -0.003 -0.785
N -0.104 1.435 -1.464
H -1.010 -1.849 0.211
H 0.756 -2.141 0.266
H -0.053 -1.788 1.911
H -1.346 1.258 0.983
H 0.030 1.755 1.989
H -0.996 0.359 2.413
H 1.823 0.657 2.270
H -0.090 -1.781 -1.843
H 1.082 -0.567 -1.947
H -2.265 0.783 -1.270
H -2.122 -0.781 -1.489
H 0.827 1.410 -1.862
H -0.248 2.339 -0.903
*
```

three | The following is a DFT calculation (ωB97M-V/def2-TZVPD) of a molecular structure, C5H13N3O2.

## Properties
Kohn-Sham gap (alpha / beta) in eV: 7.14 / 7.14
LUMO level (alpha / beta) in eV: -0.5 / -0.5

```
! RIJCOSX wB97M-V def2-TZVPD def2/J DEFGRID3
* xyz 0 1
C -0.248 -1.484 -0.502
C -1.276 -1.165 0.453
C 0.078 -0.006 -1.501
N 1.008 -1.925 0.066
O 1.244 -0.427 -2.197
O -0.922 0.354 -2.145
H 0.968 -0.418 -3.123
H -0.615 -2.064 -1.352
H 1.672 -2.119 -0.674
H 0.904 -2.749 0.646
H -1.072 -1.332 1.510
H -2.304 -1.335 0.154
H -1.260 0.150 0.571
N 0.505 1.077 -0.461
N 1.744 0.932 0.196
C -0.961 1.441 0.730
C -0.675 1.805 1.984
H 0.463 1.962 -0.955
H 1.679 1.462 1.068
H 1.830 -0.059 0.433
H -1.601 1.996 0.056
H -1.101 2.707 2.404
H -0.061 1.199 2.640
*
```

So which one wins? Going from most stable to least: one, two, three.

one | The following is a DFT calculation (ωB97M-V/def2-TZVPD) of 2 unconnected molecules or ions with the total composition C5H13N3O2.

## Properties
Kohn-Sham gap in eV: 9.36
LUMO level in eV: 0.4

```
! RIJCOSX wB97M-V def2-TZVPD def2/J DEFGRID3
* xyz 0 1
H 2.589 -1.051 -0.913
N 1.763 -0.512 -0.657
C 1.536 0.588 -1.337
N 2.360 0.835 -2.405
N 0.468 1.487 -1.183
C -0.583 1.198 -0.238
C -1.822 1.945 -0.660
H 2.244 1.564 -3.087
H 3.314 0.549 -2.257
H 0.539 2.467 -1.476
H -0.390 1.541 0.823
H -0.826 0.145 -0.300
H -1.714 2.965 -1.022
H -2.516 1.819 0.211
H -2.303 1.428 -1.510
C -1.423 -2.270 2.446
C 0.030 -2.288 1.928
O 0.690 -3.265 2.199
O 0.367 -1.221 1.274
H -1.860 -1.281 2.535
H -1.487 -2.502 3.501
H -1.846 -2.995 1.808
H 0.870 -1.145 0.321
*
```

two | The following is a DFT calculation (ωB97M-V/def2-TZVPD) of 2 unconnected molecules or ions with the total composition C5H13N3O2.

## Properties
Kohn-Sham gap in eV: 8.92
LUMO level in eV: 0.3

```
! RIJCOSX wB97M-V def2-TZVPD def2/J DEFGRID3
* xyz 0 1
C -1.340 1.375 -2.732
C -1.112 -0.920 0.844
C 0.509 -2.021 2.111
C 0.492 0.463 1.982
C 0.200 1.140 -2.072
N 0.859 2.251 -1.814
N 0.678 -0.088 -1.612
N 0.180 -0.828 1.364
O -2.002 0.367 -2.825
O -1.351 2.540 -3.119
H -1.400 -0.062 0.248
H -1.393 -1.847 0.241
H -1.892 -1.178 1.661
H 1.659 -2.134 2.342
H -0.083 -2.341 2.945
H 0.452 -2.946 1.423
H 0.788 1.094 1.158
H -0.428 0.782 2.546
H 1.355 0.187 2.574
H 0.389 3.029 -2.351
H 1.892 2.231 -1.848
H 1.513 -0.243 -1.225
H 0.034 -0.851 -1.839
*
```

So which one wins? Going from most stable to least: one, two.

one | The following is a DFT calculation (ωB97M-V/def2-TZVPD) of 2 unconnected molecules or ions with the total composition C2H3NS3.

## Properties
Kohn-Sham gap in eV: 7.95
LUMO level in eV: -0.5

```
! RIJCOSX wB97M-V def2-TZVPD def2/J DEFGRID3
* xyz 0 1
C -1.656 0.933 0.830
N -1.842 -0.053 0.219
S -2.508 -1.221 -0.450
H -1.297 1.676 1.408
S 1.293 1.788 -0.326
C 1.451 0.164 -0.524
S 1.038 -1.086 0.535
H 2.052 -0.176 -1.432
H 1.468 -2.025 -0.261
*
```

two | The following is a DFT calculation (ωB97M-V/def2-TZVPD) of a single C2H3NS3 molecule.

## Properties
Kohn-Sham gap in eV: 7.99
LUMO level in eV: -0.7

```
! RIJCOSX wB97M-V def2-TZVPD def2/J DEFGRID3
* xyz 0 1
S 2.500 1.517 -0.910
C 1.733 0.012 -0.715
N 0.525 -0.067 -0.090
S -0.599 -1.219 -0.171
C -1.860 -0.285 0.627
S -1.906 1.090 1.309
H 2.195 -1.030 -0.649
H 0.066 0.996 -0.065
H -2.653 -1.015 0.663
*
```

three | The following is a DFT calculation (ωB97M-V/def2-TZVPD) of 2 unconnected molecules or ions with the total composition C2H3NS3.

## Properties
Kohn-Sham gap (alpha / beta) in eV: 7.87 / 7.87
LUMO level (alpha / beta) in eV: -0.3 / -0.3

```
! RIJCOSX wB97M-V def2-TZVPD def2/J DEFGRID3
* xyz 0 1
C -0.829 -1.493 2.308
C 0.700 1.396 -1.330
N 0.300 0.172 -1.202
S 0.644 -1.790 2.669
S -2.349 -1.159 2.382
S -0.992 -0.565 -0.424
H -0.075 2.143 -1.063
H 1.510 1.727 -1.869
H 1.091 -0.430 -1.472
*
```

So which one wins? Going from most stable to least: three, two, one.